{
  "formula": "C47H60F5O6Zr",
  "method": "ωB97M-V/def2-TZVPD",
  "charge": 3,
  "homo_lumo_gap_ha": 0.0657,
  "species": ["Zr", "C", "C", "O", "H", "H", "H", "H", "H", "F", "C", "C", "C", "C", "C", "C", "H", "H", "H", "H", "H", "F", "C", "C", "C", "C", "C", "C", "H", "H", "H", "H", "H", "F", "C", "C", "C", "C", "C", "C", "H", "H", "H", "H", "H", "F", "C", "C", "C", "C", "C", "C", "H", "H", "H", "H", "H", "F", "C", "C", "C", "C", "C", "C", "H", "H", "H", "H", "H", "C", "C", "O", "C", "H", "H", "H", "H", "H", "H", "C", "C", "O", "C", "H", "H", "H", "H", "H", "H", "C", "C", "O", "C", "H", "H", "H", "H", "H", "H", "C", "C", "O", "C", "H", "H", "H", "H", "H", "H", "C", "C", "O", "C", "H", "H", "H", "H", "H", "H"],
  "coordinates": [[-15.531270, -35.831270, 34.712880], [-19.305160, -37.857330, 33.533400], [-18.173060, -37.198580, 32.705460], [-17.310770, -36.569160, 33.617350], [-20.080710, -37.178740, 33.888560], [-19.016050, -38.481660, 34.378820], [-19.763310, -38.557670, 32.835030], [-18.486110, -36.510170, 31.920480], [-17.574210, -37.956000, 32.199710], [-17.985040, -35.854950, 29.219380], [-18.842790, -34.825510, 29.126870], [-18.766640, -33.934210, 28.052790], [-19.638830, -32.833370, 27.950590], [-20.706090, -32.725670, 28.816110], [-20.840110, -33.636100, 29.861590], [-19.889570, -34.639450, 30.011650], [-17.986490, -34.043740, 27.314030], [-19.576330, -32.229670, 27.057260], [-21.392650, -31.905730, 28.665310], [-21.750170, -33.605470, 30.442320], [-19.921260, -35.206700, 30.930140], [-23.769820, -34.869580, 33.843170], [-22.593840, -34.234200, 34.208660], [-21.379990, -34.647720, 33.715710], [-20.245380, -33.952240, 34.092910], [-20.402870, -32.900280, 35.009910], [-21.610200, -32.444530, 35.423880], [-22.796750, -33.110820, 35.011470], [-21.348140, -35.391130, 32.932930], [-19.260940, -34.326660, 33.853990], [-19.550170, -32.349930, 35.379280], [-21.782630, -31.620520, 36.100390], [-23.787330, -32.776460, 35.282290], [-17.493860, -42.009980, 33.363990], [-16.211300, -42.226240, 32.998770], [-15.553460, -41.162130, 32.451270], [-14.275550, -41.411280, 31.956960], [-13.713800, -42.668720, 32.017410], [-14.458560, -43.749320, 32.573450], [-15.672010, -43.511150, 33.040280], [-16.066480, -40.212250, 32.482060], [-13.622750, -40.653690, 31.549130], [-12.690230, -42.833470, 31.714790], [-14.060310, -44.713970, 32.851370], [-16.194270, -44.358730, 33.458910], [-19.407590, -41.452610, 40.330520], [-19.175620, -41.253900, 39.018500], [-17.989890, -41.588420, 38.475570], [-17.695400, -41.295600, 37.098030], [-18.767290, -40.864790, 36.339760], [-20.032530, -40.500190, 36.924660], [-20.192870, -40.715360, 38.277580], [-17.325020, -42.207900, 39.059160], [-16.813140, -41.558690, 36.533410], [-18.623100, -40.658640, 35.289470], [-20.764800, -40.105950, 36.235640], [-21.100090, -40.386100, 38.762270], [-14.924350, -41.198340, 27.727520], [-15.911820, -40.430330, 28.230300], [-16.591950, -40.913140, 29.367370], [-17.576340, -40.143140, 29.973770], [-18.005050, -38.982160, 29.290560], [-17.319230, -38.504800, 28.182670], [-16.178480, -39.184960, 27.716360], [-16.345390, -41.908250, 29.707020], [-18.127480, -40.515610, 30.824600], [-18.822550, -38.384190, 29.665430], [-17.662730, -37.610590, 27.683880], [-15.604830, -38.771310, 26.900130], [-24.699480, -38.427330, 35.383220], [-23.540770, -37.584700, 35.768000], [-22.403200, -37.904950, 35.424730], [-23.864390, -36.348000, 36.625840], [-25.230930, -38.031640, 34.517720], [-25.429190, -38.472530, 36.191670], [-24.332090, -39.414570, 35.103090], [-23.012620, -35.673550, 36.713680], [-24.341250, -36.612830, 37.569530], [-24.577090, -35.727870, 36.082150], [-17.452400, -37.875630, 38.325610], [-18.014530, -37.034630, 37.176520], [-17.253990, -36.515660, 36.389180], [-19.509320, -37.132070, 37.022160], [-17.975630, -37.683300, 39.262280], [-16.374650, -37.726960, 38.392200], [-17.749070, -38.886310, 38.045250], [-19.916000, -36.441190, 36.283640], [-19.976930, -36.931510, 37.986120], [-19.782910, -38.110040, 36.626150], [-15.018640, -33.537130, 30.628100], [-15.927050, -33.648810, 31.888600], [-15.636060, -34.358570, 32.847800], [-17.225430, -32.827110, 31.842020], [-15.546040, -33.398070, 29.684380], [-14.458140, -34.457280, 30.462990], [-14.384880, -32.653000, 30.697080], [-17.134190, -31.887730, 32.387310], [-17.870210, -33.572720, 32.307250], [-17.519160, -32.673590, 30.803630], [-14.840370, -37.604890, 30.453750], [-14.086780, -37.243110, 31.769020], [-14.584210, -36.656010, 32.783950], [-12.573440, -37.560590, 31.864950], [-15.869090, -37.948660, 30.561640], [-14.185260, -38.300500, 29.929290], [-14.971980, -36.728230, 29.819520], [-12.201950, -37.386040, 32.874720], [-11.966720, -36.884900, 31.262090], [-12.273890, -38.576150, 31.606120], [-20.667290, -40.907790, 32.213440], [-20.880460, -42.379930, 31.877530], [-21.931860, -42.913660, 32.241370], [-19.864780, -43.017800, 30.980830], [-20.392830, -40.362030, 31.310710], [-19.830190, -40.714990, 32.884400], [-21.580220, -40.524400, 32.669140], [-19.630220, -42.342270, 30.158190], [-20.184540, -43.942710, 30.500830], [-19.009590, -43.255820, 31.613360]],
  "forces_ev_per_a": [[-7.6, -2.8, -7.3], [-0.3, 0.0, -1.1], [-0.3, -1.2, 1.2], [5.2, 2.7, 3.8], [0.1, 0.2, -0.2], [0.7, 0.2, -0.1], [-0.3, 0.0, 0.0], [-0.2, 0.3, 0.1], [0.1, -0.3, -0.2], [0.3, -0.1, 0.5], [-1.4, 2.1, -1.2], [0.6, 0.2, 0.3], [0.3, -1.5, -0.4], [0.1, 0.3, 0.3], [0.1, 0.3, -1.0], [0.2, -0.4, 1.2], [0.1, -0.2, -0.1], [0.1, 0.3, 0.2], [-0.3, -0.1, 0.1], [0.3, 0.0, 0.5], [-0.2, -0.6, 0.0], [1.5, 0.1, 0.0], [-2.6, 0.8, 0.2], [0.1, -0.1, -0.7], [-0.6, 0.2, 1.4], [1.8, 0.1, -0.5], [-3.1, -0.5, 0.1], [2.0, -0.4, -0.3], [-0.1, -0.4, 0.2], [0.1, 0.1, -0.4], [0.4, -0.1, -0.1], [0.6, 0.2, 0.0], [0.0, -0.1, 0.0], [-0.2, -0.1, 0.5], [-0.4, -0.4, -0.7], [0.3, -0.2, 0.4], [0.8, -0.1, 0.0], [-0.3, -1.1, 0.5], [3.0, 0.9, -0.5], [-3.0, 0.3, 1.1], [0.2, 0.2, -0.3], [-0.3, 0.4, -0.1], [0.0, 0.1, -0.2], [0.5, -0.1, -0.8], [-0.5, 0.3, 0.2], [0.2, -0.1, -0.4], [-0.6, 0.1, 0.8], [2.3, -0.7, -1.5], [-2.0, -0.8, 0.9], [-0.9, 1.5, 0.4], [2.2, -1.1, -0.7], [-1.4, 1.3, -0.8], [0.4, 0.3, 0.2], [0.4, -0.2, 0.6], [0.0, -0.2, -0.2], [-0.5, 0.0, 0.4], [-0.2, -0.2, 0.2], [-0.4, 0.5, 0.1], [0.0, -0.5, 1.3], [0.3, 0.1, -0.5], [-0.3, 0.3, -1.5], [0.5, 0.1, 0.6], [0.6, -0.6, 0.2], [-0.8, 0.4, -0.5], [0.1, 0.0, 0.2], [0.1, 0.0, 0.1], [-0.3, -0.1, 0.1], [0.1, 0.0, 0.0], [0.0, -0.2, -0.2], [-0.3, -0.5, -0.1], [0.7, 0.4, 0.3], [-0.6, 0.7, 0.5], [0.3, 0.0, -1.1], [0.1, 0.3, 0.0], [0.0, -0.1, 0.0], [-0.2, 0.0, 0.1], [0.3, -0.4, 0.5], [0.3, -0.1, 0.0], [-0.4, -0.3, -0.1], [-0.4, 1.1, -1.0], [-1.6, -3.0, 2.9], [3.4, 2.5, -3.2], [0.4, 1.5, -0.7], [0.1, 0.2, 0.0], [-0.1, -0.3, 0.2], [0.3, -0.4, 0.0], [0.2, 0.3, 0.0], [-0.1, -0.4, 0.0], [0.2, -0.3, 0.4], [-0.5, -1.0, 0.7], [-0.3, 2.3, -2.7], [0.7, -0.7, 2.6], [1.2, -1.8, 0.1], [-0.7, 0.1, 0.4], [0.5, 0.2, 0.4], [0.2, -0.1, 0.4], [-0.1, -0.1, 0.2], [-0.8, 0.7, 0.2], [0.0, 0.2, 0.2], [0.9, 0.5, 1.5], [1.0, -0.2, 0.0], [-0.2, -0.6, 0.8], [-0.7, 0.3, 0.6], [0.1, -0.4, 0.4], [-0.4, -0.1, -0.1], [0.4, 0.4, 0.1], [-0.3, 0.0, 0.1], [-0.3, 0.1, -0.5], [-0.5, 0.0, -0.4], [0.2, 0.0, 0.1], [-2.6, -0.4, 0.3], [2.2, 0.7, -0.6], [-0.1, -0.5, -0.1], [-0.3, 0.1, -0.2], [0.1, -0.4, 0.3], [0.1, 0.1, -0.1], [0.4, 0.2, 0.2], [-0.3, 0.0, 0.4], [0.4, 0.2, -0.3]]
}